(1)
12
Properties=species:S:1:pos:R:3:forces:R:3:nbo_charge:R:1 method="wB97M-V/def2-TZVPD" charge=+1 relative_energy_kj_mol=0.0 max_force_ev_per_a=4.29 molar_mass_g_mol=190.14 spin_multiplicity=7
O -1.228 -0.559 -0.657 -1.258 0.421 -0.285 -0.660
C 0.839 -1.172 0.971 3.252 -0.492 2.749 0.653
C -0.759 0.729 -0.865 0.546 1.812 -1.181 -0.143
O 1.745 -1.658 1.605 -2.214 -0.138 -0.552 -0.419
O 1.128 -0.541 -0.148 -0.346 0.451 -0.511 -0.478
C 0.665 0.805 -0.328 0.299 -0.135 0.212 -0.096
H -1.327 1.551 -0.388 -0.384 -0.769 -0.067 0.218
H -0.747 0.957 -1.948 -0.194 -0.422 0.391 0.237
H 0.720 1.354 0.623 0.061 -0.189 -0.267 0.205
H 1.341 1.266 -1.059 -0.166 -0.181 0.338 0.249
H -0.219 -1.204 1.554 0.886 0.283 -1.176 0.024
Ru -2.156 -1.529 0.639 -0.483 -0.641 0.348 1.209

***

(2)
34
Properties=species:S:1:pos:R:3:forces:R:3:nbo_charge:R:1 method="wB97M-V/def2-TZVPD" relative_energy_kj_mol=31.6 max_force_ev_per_a=2.24 molar_mass_g_mol=433.10
N 2.533 -1.190 -1.630 -0.259 0.321 0.294 -1.305
P 2.047 -0.298 -0.488 1.144 -0.684 -1.804 2.216
O 3.086 -0.380 0.731 -0.876 0.234 0.291 -0.952
O 1.924 1.256 -0.919 -0.352 -0.211 1.046 -0.969
C 0.422 -0.732 0.260 -0.436 0.389 1.056 -0.557
C 0.057 -0.149 1.494 0.227 -0.051 -0.160 0.153
C 0.888 0.879 2.227 -1.180 0.507 0.402 -0.480
C 0.046 2.154 2.526 0.808 0.028 -0.402 -0.379
C -0.055 2.988 1.254 -0.206 0.379 -0.376 -0.540
C -1.200 2.562 0.374 -0.303 0.008 0.212 0.795
O -2.164 1.994 0.794 -0.491 -0.609 0.217 -0.589
O -1.086 2.856 -0.940 1.258 -0.211 -0.195 -0.697
C -1.153 -0.501 2.110 -0.111 -0.438 -0.314 -0.250
C -1.987 -1.382 1.493 0.046 0.261 0.258 0.101
N -1.650 -1.899 0.299 -0.049 0.152 0.284 -0.489
C -0.503 -1.612 -0.334 0.689 -0.118 -0.968 0.106
I -0.292 -2.539 -2.188 0.065 -0.437 -0.442 0.472
H 2.666 -0.681 -2.496 -0.051 -0.383 -0.270 0.407
H 2.700 -0.870 1.468 0.352 0.023 0.182 0.501
H 0.998 1.475 -1.094 0.091 0.332 -0.202 0.505
H 1.154 0.452 3.195 0.337 -0.130 -0.040 0.244
H 1.752 1.218 1.680 0.322 -0.262 0.080 0.252
H 0.602 2.735 3.256 -0.014 0.004 0.169 0.230
H -0.925 1.917 2.939 -0.155 0.129 0.017 0.226
H -0.189 4.051 1.456 -0.105 0.067 0.133 0.263
H 0.863 2.926 0.674 0.146 0.062 0.002 0.241
H -1.469 2.127 -1.448 -0.679 0.328 -0.076 0.505
H -1.463 -0.077 3.048 0.057 0.065 0.119 0.247
H -2.942 -1.662 1.905 -0.102 -0.152 -0.032 0.241
H -2.293 -2.532 -0.163 0.063 -0.031 -0.132 0.455
N -0.630 -3.828 -5.432 -0.268 0.132 -0.036 0.698
O -1.611 -4.528 -5.119 0.048 0.037 0.088 -0.540
O -0.722 -2.959 -6.309 0.074 -0.072 0.017 -0.515
O 0.470 -3.992 -4.823 -0.093 0.330 0.582 -0.597

***

(3)
20
Properties=species:S:1:pos:R:3:forces:R:3:nbo_charge:R:1 method="wB97M-V/def2-TZVPD" relative_energy_kj_mol=270.6 max_force_ev_per_a=3.94 molar_mass_g_mol=200.28 smiles="O=C=C1C=CC=CC1.OC(=S)S"
O -0.407 -2.573 1.347 1.679 1.004 -1.042 -0.475
C 0.036 -1.722 0.661 -0.752 -1.156 -0.967 0.747
C 0.421 -0.870 -0.287 0.435 0.540 -0.068 -0.368
C -0.373 -0.567 -1.522 -0.446 -1.054 1.479 -0.135
C -0.170 0.535 -2.223 -0.195 0.146 -0.880 -0.255
C 0.823 1.489 -1.865 -0.255 2.243 -0.957 -0.241
C 1.642 1.226 -0.883 1.507 1.314 0.679 -0.161
C 1.715 -0.044 -0.211 1.296 -2.272 2.950 -0.430
H -1.216 -1.180 -1.775 -0.100 -0.480 -0.019 0.216
H -0.721 0.750 -3.119 -0.489 -0.211 -0.154 0.216
H 0.861 2.480 -2.392 0.038 -1.183 0.481 0.217
H 2.476 1.866 -0.651 -0.022 0.557 0.063 0.209
H 2.530 -0.566 -0.721 -0.022 -0.522 -0.334 0.225
H 2.234 -0.009 0.867 -1.689 0.248 -1.948 0.235
O -2.084 0.613 1.013 1.057 0.138 1.522 -0.689
C -1.502 -0.025 2.114 -2.305 0.553 -1.492 -0.042
S -0.233 0.473 2.942 0.788 0.412 0.410 -0.043
S -2.598 -1.337 2.413 0.698 -0.940 1.573 0.111
H -1.702 1.511 1.007 0.004 -0.312 -0.267 0.497
H -1.729 -2.048 3.284 -1.227 0.976 -1.029 0.167

***

(4)
134
Properties=species:S:1:pos:R:3:forces:R:3:mulliken_charge:R:1 method="wB97M-V/def2-TZVPD" max_force_ev_per_a=1.57 molar_mass_g_mol=972.08 e_tot_ev=-90629.779 smiles="C#CCc1cc(COCCOCCOCC)c2c(c1)Sc1c(I)cccc1N2CCCCCCCCCCOC.CNC(C)=O.CNC(C)=O.CNC(C)=O.CNC(C)=O"
C 3.949 -4.812 3.651 1.155 -0.259 1.030 0.279
C 3.058 -4.519 2.928 -0.815 0.346 -0.852 -0.751
C 2.094 -4.082 1.939 0.163 0.169 -0.162 -0.800
C 2.318 -2.650 1.466 -0.211 -0.552 0.171 0.192
C 1.296 -2.040 0.755 0.198 0.252 -0.103 -0.671
C 1.431 -0.746 0.281 0.067 0.178 0.253 0.674
C 0.285 -0.108 -0.458 0.176 -0.328 -0.323 -1.461
O -0.957 -0.670 -0.089 0.101 0.306 -0.050 -0.393
C -1.812 0.178 0.653 -0.311 -0.336 0.384 -0.708
C -3.001 0.666 -0.167 -0.072 0.064 -0.357 -0.556
O -4.230 0.153 0.317 0.084 0.202 -0.009 -0.193
C -4.994 1.107 1.020 -0.416 -0.067 0.203 -0.811
C -5.664 2.163 0.166 -0.606 0.093 -0.071 -0.535
O -7.023 1.829 -0.118 0.480 0.008 0.301 -0.323
C -7.619 2.833 -0.919 -0.119 -0.186 -0.900 -0.390
C -7.547 2.493 -2.413 0.202 -0.003 0.431 -0.894
C 2.618 -0.029 0.515 -0.689 -0.369 -0.161 -1.744
C 3.611 -0.663 1.245 0.673 0.477 0.199 1.467
C 3.485 -1.962 1.723 -0.380 0.267 -0.270 -1.022
S 5.126 0.177 1.653 -0.076 -0.063 -0.061 -0.089
C 4.555 1.846 1.631 -0.125 -0.543 -0.164 1.268
C 5.193 2.817 2.387 0.585 0.100 0.506 -0.077
I 6.891 2.345 3.545 -0.203 -0.008 -0.182 0.071
C 4.775 4.134 2.410 -0.381 0.155 -0.315 -0.488
C 3.671 4.485 1.648 -0.029 -0.209 -0.253 -0.984
C 3.034 3.528 0.878 -0.084 0.054 0.021 -0.436
C 3.458 2.204 0.845 -0.215 0.509 0.112 -0.990
N 2.713 1.307 0.023 0.854 -0.363 0.039 0.930
C 3.037 1.400 -1.421 -0.144 -0.208 0.249 -1.515
C 4.227 0.572 -1.932 0.102 0.399 -0.500 -0.086
C 5.054 1.339 -2.979 -0.309 -0.366 -0.271 -0.897
C 6.472 0.820 -3.128 0.452 -0.077 0.244 -0.992
C 7.353 0.908 -1.869 -0.088 0.165 0.079 -1.235
C 7.062 2.082 -0.949 0.477 0.294 -0.034 1.192
C 7.561 3.433 -1.458 -0.249 0.038 0.068 -1.204
C 6.914 4.543 -0.631 0.444 -0.348 -0.447 0.256
C 7.530 5.931 -0.816 -0.844 -0.075 0.397 -0.879
C 7.394 6.779 0.438 0.173 0.155 0.076 -0.348
O 6.274 7.642 0.310 0.050 -0.064 -0.048 -0.371
C 6.014 8.377 1.484 -0.204 0.110 0.013 -0.762
H 4.768 -4.996 4.297 0.075 -0.134 0.154 0.466
H 1.085 -4.193 2.328 -0.165 0.016 -0.039 0.403
H 2.195 -4.746 1.080 -0.181 -0.075 -0.114 0.290
H 0.369 -2.563 0.580 -0.122 -0.045 -0.009 0.591
H 0.326 0.971 -0.324 -0.140 0.173 0.113 0.626
H 0.425 -0.300 -1.525 -0.079 0.035 -0.129 0.174
H -2.227 -0.412 1.470 -0.011 -0.093 0.081 0.426
H -1.272 1.005 1.114 0.260 0.088 -0.120 0.466
H -3.026 1.755 -0.217 -0.057 0.154 0.126 0.339
H -2.888 0.328 -1.196 0.106 -0.182 -0.078 0.372
H -5.783 0.567 1.537 -0.073 -0.150 0.028 0.359
H -4.407 1.605 1.795 0.287 -0.007 0.001 0.337
H -5.685 3.100 0.727 0.192 0.216 -0.008 0.440
H -5.140 2.325 -0.780 0.254 0.014 0.006 0.461
H -8.665 2.919 -0.640 -0.097 -0.046 0.311 0.429
H -7.127 3.793 -0.764 -0.095 0.188 0.341 0.339
H -8.413 2.903 -2.925 -0.076 0.020 -0.173 0.389
H -6.651 2.903 -2.873 0.121 0.025 -0.107 0.312
H -7.528 1.413 -2.523 -0.187 -0.131 -0.155 0.058
H 4.278 -2.407 2.298 0.162 -0.096 0.110 0.694
H 5.282 4.884 2.994 0.148 -0.029 0.141 0.480
H 3.291 5.493 1.627 0.095 0.188 0.112 0.366
H 2.170 3.802 0.288 -0.071 -0.023 -0.045 0.494
H 3.191 2.454 -1.642 0.008 0.140 0.053 0.753
H 2.149 1.090 -1.963 -0.192 0.070 -0.137 0.423
H 4.884 0.232 -1.139 -0.073 0.027 0.313 0.034
H 3.835 -0.303 -2.444 0.047 -0.361 0.208 0.650
H 4.570 1.205 -3.947 -0.115 0.151 -0.127 0.549
H 5.033 2.412 -2.795 0.162 0.147 0.222 0.259
H 6.450 -0.225 -3.437 -0.113 -0.139 -0.117 0.357
H 6.976 1.346 -3.936 -0.081 0.179 -0.156 0.459
H 7.316 -0.008 -1.282 -0.208 -0.165 -0.020 0.359
H 8.391 1.002 -2.189 0.178 -0.109 -0.043 0.508
H 6.005 2.188 -0.711 -0.202 -0.199 -0.040 -0.862
H 7.564 1.900 0.002 -0.052 -0.045 0.201 0.331
H 8.644 3.493 -1.354 0.187 -0.064 -0.009 0.551
H 7.352 3.555 -2.523 -0.105 0.052 -0.111 0.232
H 7.017 4.232 0.406 -0.048 0.047 0.277 -0.089
H 5.848 4.533 -0.861 -0.169 0.218 0.148 0.090
H 8.569 5.859 -1.123 0.180 -0.037 -0.021 0.429
H 6.968 6.468 -1.576 0.222 0.086 -0.355 0.322
H 8.302 7.367 0.609 0.013 0.191 -0.023 0.369
H 7.255 6.157 1.327 0.044 -0.190 0.063 0.351
H 5.887 9.426 1.229 0.036 0.142 -0.045 0.278
H 6.819 8.289 2.211 0.155 0.020 0.061 0.375
H 5.090 8.044 1.963 -0.050 -0.155 0.002 0.204
C 3.402 -0.967 8.393 0.356 -0.073 0.123 -0.799
N 4.606 -1.407 7.714 -0.131 0.025 -0.076 -0.140
C 4.780 -1.666 6.390 0.120 -0.035 -0.060 0.602
C 3.587 -1.484 5.483 0.039 0.006 -0.036 -0.600
O 5.864 -2.035 5.968 -0.051 -0.030 -0.003 -0.671
H 3.580 -0.008 8.884 -0.122 0.027 -0.006 0.274
H 3.114 -1.696 9.152 -0.119 0.037 -0.008 0.272
H 2.583 -0.852 7.691 0.005 -0.006 -0.032 0.319
H 5.438 -1.549 8.264 0.004 0.004 0.009 0.235
H 3.886 -1.728 4.468 0.046 -0.007 0.041 -0.238
H 2.778 -2.154 5.778 -0.070 0.076 -0.011 0.394
H 3.235 -0.452 5.505 -0.082 -0.029 0.033 0.444
C -6.037 -4.108 -3.082 -0.462 0.025 -0.274 -0.916
N -6.963 -2.997 -3.244 0.222 0.063 0.216 -0.136
C -6.858 -1.740 -2.750 -0.292 0.058 -0.154 0.605
C -5.658 -1.400 -1.910 -0.020 0.025 -0.049 -0.743
O -7.733 -0.912 -2.979 -0.006 -0.016 0.016 -0.703
H -5.691 -4.444 -4.059 0.141 -0.047 0.119 0.409
H -6.555 -4.935 -2.591 0.150 -0.050 0.073 0.257
H -5.182 -3.818 -2.481 -0.011 0.055 0.008 0.271
H -7.798 -3.148 -3.788 0.014 -0.007 -0.036 0.245
H -5.744 -0.366 -1.599 -0.063 0.002 0.020 -0.334
H -5.624 -2.027 -1.019 0.137 -0.001 -0.004 0.432
H -4.733 -1.522 -2.476 0.025 -0.105 0.065 0.562
C -2.839 -8.752 -4.051 0.058 0.314 0.193 -0.842
N -3.293 -7.393 -4.277 -0.055 -0.107 -0.102 -0.156
C -4.065 -6.920 -5.291 -0.003 0.106 0.012 0.837
C -4.525 -7.908 -6.335 -0.030 0.049 -0.023 -1.356
O -4.366 -5.737 -5.342 0.033 -0.100 -0.066 -0.660
H -3.203 -9.110 -3.087 0.005 -0.113 -0.040 0.291
H -1.748 -8.782 -4.042 -0.002 -0.115 -0.035 0.290
H -3.200 -9.416 -4.829 -0.018 0.011 -0.024 0.317
H -3.019 -6.683 -3.616 0.016 -0.002 0.008 0.220
H -5.126 -7.379 -7.068 0.009 0.063 0.033 0.293
H -3.672 -8.361 -6.841 -0.031 -0.090 0.027 0.370
H -5.134 -8.692 -5.882 0.063 -0.069 -0.034 0.384
C -11.670 -0.562 0.749 -0.103 -0.195 0.302 -0.753
N -10.959 -1.477 1.622 0.053 0.073 -0.114 -0.128
C -9.655 -1.863 1.553 0.103 -0.108 0.081 0.411
C -8.825 -1.278 0.437 0.000 -0.049 0.063 -0.725
O -9.199 -2.648 2.369 -0.014 0.036 -0.037 -0.675
H -12.056 0.280 1.327 -0.001 0.071 -0.101 0.277
H -12.512 -1.074 0.280 0.003 0.081 -0.096 0.275
H -11.015 -0.183 -0.028 0.027 -0.014 -0.002 0.286
H -11.463 -1.898 2.386 -0.009 0.000 0.004 0.236
H -7.814 -1.668 0.510 -0.015 -0.046 0.077 0.279
H -9.236 -1.557 -0.534 0.029 0.167 -0.060 0.395
H -8.782 -0.192 0.521 0.013 0.013 -0.177 0.123